Entry 1:
# C32H30As2IrN9O

C32H30As2IrN9O as an isolated structure (wB97M-V/def2-TZVPD, OMol25).

As for the net charge: +2. As for the HOMO energy: -0.5131 Eh. For the LUMO energy, the calculation gives -6.7527 eV. The energy above the lowest of the compared OMol25 structures with the same formula, charge and spin comes out at 34.8 kcal/mol. The value obtained for the gap between HOMO and LUMO is 0.265 Ha.

Positions of all 75 atoms, in Å:
Ir -1.2313 1.0024 -0.3730
C -0.4873 5.2413 -0.4483
C -1.1290 4.0167 -0.3388
N -0.4195 2.8918 -0.4055
C 0.9021 2.9570 -0.5692
C 1.5117 4.2015 -0.6899
N 0.8231 5.3311 -0.6291
C 1.5938 1.6610 -0.6035
C 2.9698 1.6245 -0.5975
C 3.6468 0.4135 -0.6070
C 2.8432 -0.7114 -0.7158
C 1.4584 -0.6367 -0.7572
N 0.8052 0.5454 -0.6116
C 0.8204 -1.9151 -1.1621
C 1.2413 -3.1115 -0.5884
N 0.9722 -4.2849 -1.1426
C 0.3124 -4.2595 -2.2930
C -0.1376 -3.0682 -2.8503
N 0.0920 -1.8924 -2.2761
C 5.1214 0.3300 -0.5604
C 5.7603 -0.8383 -0.1550
C 7.1463 -0.8675 -0.1206
N 7.9101 0.1647 -0.4622
C 7.2993 1.2774 -0.8547
C 5.9203 1.4123 -0.9172
H -1.0510 6.1638 -0.3932
H -2.1969 3.9185 -0.2076
H 2.5767 4.2957 -0.8528
H 3.5183 2.5515 -0.5495
H 3.2938 -1.6801 -0.8734
H 1.8218 -3.1207 0.3284
H 0.1326 -5.2078 -2.7855
H -0.6759 -3.0620 -3.7909
H 5.2117 -1.7156 0.1600
H 7.6642 -1.7640 0.1988
H 7.9401 2.1038 -1.1378
H 5.5057 2.3444 -1.2759
C -1.8384 1.5160 3.2991
As -0.7934 0.6046 1.9591
C 1.0048 1.0482 2.5020
C -0.9346 -1.3022 2.2432
C -0.2256 -1.9402 3.2524
C -0.3407 -3.3179 3.4035
C -1.1652 -4.0470 2.5615
C -1.8821 -3.4086 1.5555
C -1.7555 -2.0403 1.3863
As -2.6928 -1.0110 0.0517
C -3.5620 -2.2255 -1.1667
C -4.2417 -0.4278 1.0679
H -1.5257 1.1480 4.2757
H -2.9009 1.3342 3.1674
H -1.6367 2.5840 3.2295
H 1.0883 0.8745 3.5738
H 1.1936 2.1039 2.3106
H 1.7323 0.4356 1.9747
H 0.4122 -1.3850 3.9293
H 0.2131 -3.8198 4.1856
H -1.2469 -5.1187 2.6817
H -2.5256 -3.9895 0.9063
H -4.2439 -2.8387 -0.5777
H -2.8552 -2.8527 -1.6898
H -4.1357 -1.6438 -1.8868
H -4.4438 -1.1761 1.8325
H -5.0947 -0.3631 0.3939
H -4.0758 0.5457 1.5177
N -5.2931 2.0248 -1.0234
C -4.0266 1.6975 -1.2788
O -3.1615 1.8876 -0.3351
C -3.6596 1.1295 -2.5252
C -2.2758 1.0995 -2.7006
N -1.1182 1.2344 -2.6217
C -4.6075 0.6309 -3.4489
N -5.3725 0.1925 -4.1891
H -5.9724 2.0565 -1.7685
H -5.5265 2.4473 -0.1402

Mulliken atomic charge list, values in e, 4 entries:
1. Ir 2.37
2. C -0.53
3. C -0.26
4. N -0.36

=====

Entry 2:
# C32H30BrCl3F5N3O2RuSSi

C32H30BrCl3F5N3O2RuSSi as an isolated structure (wB97M-V/def2-TZVPD, OMol25).

The expectation value of S² is 8.765. As for the net charge: -1. As for the HOMO energy (alpha / beta): -0.1536 / -0.2013 Eh. Its multiplicity is 6. For the LUMO energy (alpha / beta), the calculation gives 2.2658 / 1.5741 eV. The energy above the lowest of the compared OMol25 structures with the same formula, charge and spin comes out at 0.0 kcal/mol. The value obtained for the gap between HOMO and LUMO (alpha / beta) is 0.237 / 0.259 Ha.

Positions of all 79 atoms, in Å:
Ru -0.7769 0.4924 -0.4989
O -0.8598 -3.7381 0.3554
C -0.9023 -2.5067 0.3903
N -0.4900 -1.6553 -0.5509
C 0.1792 -2.2419 -1.6878
C 1.2647 -1.3171 -2.1770
C 2.3071 -1.7579 -2.9865
C 3.2952 -0.8640 -3.3536
C 3.2304 0.4476 -2.8994
C 2.1543 0.8134 -2.1145
N 1.1945 -0.0484 -1.7805
C -1.3821 -1.8232 1.6501
C -1.8274 -2.5683 2.7283
C -2.1620 -1.9030 3.8954
C -2.0171 -0.5253 3.9546
C -1.5719 0.1422 2.8265
N -1.2813 -0.4963 1.6974
H -0.5221 -2.4486 -2.5039
H 0.6201 -3.2045 -1.4125
H 2.3352 -2.7913 -3.3082
H 4.1142 -1.1852 -3.9852
H 3.9858 1.1752 -3.1605
H 2.0308 1.8257 -1.7478
H -1.8874 -3.6416 2.6205
H -2.5231 -2.4529 4.7555
H -2.2528 0.0315 4.8509
H -1.4505 1.2175 2.8127
C 1.3085 7.3669 2.9096
C 2.5218 6.5626 2.4225
C 3.2042 7.3236 1.2773
C 3.5156 6.4519 3.5789
C 2.0594 5.1941 1.9247
C 1.1501 5.1149 0.8735
C 0.7029 3.8888 0.4381
Br -0.5290 3.8056 -0.9985
C 1.1167 2.6656 1.0074
O 0.6104 1.5277 0.6053
C 2.0908 2.7344 2.0280
C 2.5028 3.9948 2.4644
C 2.6993 1.5050 2.7282
C 4.2299 1.6546 2.7909
C 2.4302 0.1563 2.0465
C 2.1421 1.4291 4.1576
H 1.6202 8.3546 3.2601
H 0.8104 6.8493 3.7315
H 0.5772 7.5061 2.1126
H 3.5334 8.3096 1.6167
H 2.5272 7.4663 0.4343
H 4.0756 6.7734 0.9169
H 3.8144 7.4526 3.8989
H 4.4174 5.9116 3.2835
H 3.0757 5.9431 4.4389
H 0.7720 6.0065 0.3898
H 3.2116 4.0316 3.2791
H 4.6460 1.7282 1.7839
H 4.6636 0.7767 3.2757
H 4.5491 2.5322 3.3525
H 2.7483 0.1585 1.0030
H 1.3795 -0.1187 2.0679
H 3.0010 -0.6111 2.5779
H 2.3630 2.3369 4.7229
H 2.5767 0.5780 4.6893
H 1.0580 1.2988 4.1358
Cl -3.4760 2.5980 1.6050
Si -3.2903 1.2826 -0.0625
Cl -4.4707 -0.3629 0.5307
Cl -4.5217 2.2664 -1.4407
F 1.9742 -0.9043 -7.1130
C 1.1027 -0.5008 -6.1780
C 0.0584 -1.3197 -5.7930
F -0.0910 -2.5169 -6.3770
C -0.8157 -0.9059 -4.8043
F -1.8075 -1.7439 -4.4813
C -0.6889 0.3204 -4.1502
S -1.8039 0.8319 -2.9002
C 0.3520 1.1335 -4.6001
F 0.5305 2.3494 -4.0712
C 1.2406 0.7382 -5.5819
F 2.2475 1.5417 -5.9537

Mulliken atomic charge list, values in e, 4 entries:
1. Ru 0.79
2. O -0.82
3. C -0.12
4. N 0.27

=====

Entry 3:
# C32H30BrClN3O9Sm

C32H30BrClN3O9Sm as an isolated structure (wB97M-V/def2-TZVPD, OMol25).

The expectation value of S² is 8.757. As for the net charge: 0. As for the HOMO energy (alpha / beta): -0.3061 / -0.3068 Eh. Its multiplicity is 6. For the LUMO energy (alpha / beta), the calculation gives -1.1509 / -1.1360 eV. The energy above the lowest of the compared OMol25 structures with the same formula, charge and spin comes out at 8.4 kcal/mol. The value obtained for the gap between HOMO and LUMO (alpha / beta) is 0.264 / 0.265 Ha.

Positions of all 77 atoms, in Å:
Sm -0.7882 1.4218 1.7361
O 1.2906 0.9782 5.8776
C 0.4844 0.9617 4.8274
O 0.8646 0.7704 3.6922
C -0.9546 1.1922 5.1366
C -1.4861 1.3416 6.3909
C -2.8634 1.5531 6.4875
C -3.6300 1.6119 5.3403
C -3.0009 1.4591 4.1112
N -1.6945 1.2487 4.0280
C -3.7701 1.5376 2.7883
O -4.9707 1.6823 2.8580
O -3.0084 1.4237 1.7483
H 2.1903 0.8324 5.5588
H -0.8494 1.2981 7.2670
H -3.3234 1.6742 7.4616
H -4.6995 1.7769 5.3516
C -0.1450 -4.9955 -2.6210
C -1.3289 -4.1044 -3.0378
C -1.2963 -3.9537 -4.5577
C -2.6424 -4.7956 -2.6438
C -1.2241 -2.7496 -2.3262
C -1.2316 -2.6980 -0.9366
C -1.1119 -1.4751 -0.3286
Br -1.0539 -1.4389 1.6009
C -0.9610 -0.2404 -0.9767
O -0.7702 0.8562 -0.2418
C -0.9618 -0.2851 -2.3831
C -1.0887 -1.5400 -2.9952
C -0.7913 0.9276 -3.3275
C 0.5121 0.7435 -4.1312
C -0.7215 2.3009 -2.6508
C -1.9869 0.9708 -4.2964
H -0.1534 -5.9333 -3.1889
H -0.1881 -5.2486 -1.5560
H 0.8055 -4.4872 -2.8140
H -1.4002 -4.9395 -5.0200
H -0.3518 -3.5199 -4.9015
H -2.1183 -3.3286 -4.9193
H -2.6981 -5.7921 -3.0964
H -3.5031 -4.2134 -2.9871
H -2.7276 -4.9137 -1.5588
H -1.3387 -3.5912 -0.3293
H -1.0793 -1.5618 -4.0788
H 1.3702 0.6522 -3.4569
H 0.6794 1.6097 -4.7804
H 0.4818 -0.1510 -4.7613
H 0.1560 2.4051 -2.0177
H -1.6060 2.5086 -2.0492
H -0.6601 3.0565 -3.4397
H -2.0830 0.0563 -4.8869
H -1.8650 1.8052 -4.9937
H -2.9204 1.1190 -3.7462
O 3.1166 6.1268 1.0400
C 3.8356 5.0426 1.2563
O 5.0270 5.0955 1.4207
C 3.1327 3.7136 1.2103
C 3.7909 2.5077 1.0969
Cl 5.4381 2.2011 0.8519
N 2.8729 1.5150 1.0939
N 1.6384 2.0103 1.2169
C 1.7701 3.3275 1.2907
C 0.5155 4.1603 1.4969
O 0.5228 5.3312 1.1525
O -0.4734 3.5299 2.0349
C 3.0402 0.0963 0.9107
C 3.9365 -0.6203 1.6868
C 4.0475 -1.9906 1.4925
C 3.2666 -2.6329 0.5388
C 2.3689 -1.8998 -0.2277
C 2.2584 -0.5298 -0.0458
H 2.1523 5.9135 0.9328
H 4.5258 -0.1235 2.4481
H 4.7461 -2.5583 2.0981
H 3.3572 -3.7059 0.3933
H 1.7472 -2.3897 -0.9719
H 1.5789 0.0609 -0.6436

Mulliken atomic charge list, values in e, 4 entries:
1. Sm 0.39
2. O -0.47
3. C 0.28
4. O -0.27

=====

Entry 4:
# C32H30Cl2CsN9O3P

C32H30Cl2CsN9O3P as an isolated structure (wB97M-V/def2-TZVPD, OMol25).

As for the net charge: -1. As for the HOMO energy: -0.1556 Eh. For the LUMO energy, the calculation gives 1.9306 eV. The energy above the lowest of the compared OMol25 structures with the same formula, charge and spin comes out at 0.8 kcal/mol. The value obtained for the gap between HOMO and LUMO is 0.227 Ha.

Positions of all 78 atoms, in Å:
Cs -0.2701 -0.3052 0.3342
Cl 4.8632 -2.5044 -5.0203
C 4.0886 -1.5099 -3.8152
C 3.2366 -2.0974 -2.9043
C 2.5873 -1.3651 -1.9047
N 1.8113 -2.0654 -0.9608
C 0.8514 -2.8365 -1.4425
O 0.3350 -2.8733 -2.5795
C 0.2949 -3.8443 -0.4476
C 0.5910 -5.1971 -0.6170
C 0.0720 -6.1125 0.2752
C -0.7431 -5.6602 1.3073
C -0.9950 -4.3032 1.3873
N -0.4890 -3.4107 0.5360
C 2.7972 0.0296 -1.8526
C 3.6693 0.6036 -2.7861
C 4.3132 -0.1432 -3.7501
Cl 5.3898 0.6553 -4.8659
N 2.2243 0.8336 -0.8489
C 1.7260 2.0017 -1.2233
O 1.4788 2.4534 -2.3651
C 1.4366 2.9679 -0.0834
C 1.8936 4.2792 -0.2185
C 1.6862 5.1724 0.8139
C 0.9946 4.7457 1.9399
C 0.5447 3.4375 1.9689
N 0.7638 2.5592 0.9917
H 3.0592 -3.1624 -2.9622
H 1.2176 -5.4982 -1.4459
H 0.2929 -7.1683 0.1735
H -1.1747 -6.3430 2.0270
H -1.6254 -3.9002 2.1738
H 3.8274 1.6721 -2.7626
H 2.3965 4.5583 -1.1340
H 2.0517 6.1902 0.7458
H 0.8032 5.4096 2.7724
H -0.0157 3.0674 2.8220
C -0.8309 0.2603 -3.2533
P -2.4354 0.7627 -2.6282
C -3.6407 -0.1263 -3.6421
C -2.5920 2.4970 -3.1061
O -2.6682 0.5361 -1.1667
H -0.8298 0.3370 -4.3432
H -0.6217 -0.7803 -2.9896
H -0.0357 0.9140 -2.8814
H -3.4956 0.0820 -4.7028
H -4.6483 0.1651 -3.3450
H -3.5142 -1.1951 -3.4681
H -2.4720 2.6134 -4.1841
H -1.8028 3.0602 -2.6060
H -3.5645 2.8813 -2.7987
C 2.1600 -2.5381 2.2876
C 1.6534 -1.6099 3.3400
N 0.4535 -1.0692 3.3679
C 0.3933 -0.3595 4.5516
C 1.5531 -0.4716 5.2402
N 2.3583 -1.2891 4.4739
C 3.7707 -1.4386 4.7032
N 4.4898 -0.2015 4.5371
N 5.1132 0.3216 5.6200
N 5.6073 1.4604 5.3197
C 5.3114 1.7255 4.0004
C 5.6207 2.8403 3.2146
C 5.1708 2.8328 1.9176
C 4.4269 1.7493 1.4005
C 4.1094 0.6505 2.1634
C 4.5764 0.6579 3.4820
H 1.8409 -2.2128 1.2913
H 1.7734 -3.5454 2.4548
H 3.2483 -2.5927 2.2565
H -0.4927 0.1873 4.8301
H 1.8938 -0.0535 6.1719
H 4.1588 -2.2104 4.0429
H 3.9535 -1.7260 5.7374
H 6.1898 3.6632 3.6255
H 5.3818 3.6737 1.2692
H 4.0717 1.7539 0.3795
H 3.5297 -0.1554 1.7237

Mulliken atomic charge list, values in e, 4 entries:
1. Cs 1.60
2. Cl -0.27
3. C -0.05
4. C -0.27

=====

Entry 5:
# C32H30FeNO2

C32H30FeNO2 as an isolated structure (wB97M-V/def2-TZVPD, OMol25).

The expectation value of S² is 6.075. As for the net charge: -1. As for the HOMO energy (alpha / beta): -0.0113 / -0.1540 Eh. Its multiplicity is 5. For the LUMO energy (alpha / beta), the calculation gives 2.5196 / 1.1971 eV. The energy above the lowest of the compared OMol25 structures with the same formula, charge and spin comes out at 0.0 kcal/mol. The value obtained for the gap between HOMO and LUMO (alpha / beta) is 0.104 / 0.198 Ha.

Positions of all 66 atoms, in Å:
C 3.8213 -2.1718 2.5494
C 3.4223 -0.7292 2.4151
N 2.0789 -0.4580 2.6401
C 1.6549 0.8904 2.7159
C 1.5560 1.5604 1.4083
C 2.0175 0.9706 0.2080
C 2.0733 1.6894 -1.0179
C 1.4653 2.9992 -1.0463
C 1.5146 3.7681 -2.2292
C 2.1792 3.3037 -3.3521
C 2.8130 2.0443 -3.3168
C 2.7500 1.2452 -2.1850
C 0.8933 3.5262 0.1384
C 0.9522 2.8406 1.3390
C 1.4845 1.4723 3.9344
O 4.2266 0.1313 2.0961
H 2.9658 -2.8520 2.5371
H 4.4941 -2.4097 1.7183
H 4.3866 -2.3098 3.4798
H 1.6012 -1.1174 3.2454
H 2.3418 -0.0721 0.1890
H 1.0269 4.7424 -2.2239
H 2.2108 3.9099 -4.2520
H 3.3569 1.7031 -4.1955
H 3.2471 0.2764 -2.1518
H 0.4223 4.5076 0.0954
H 0.4864 3.2476 2.2276
H 1.0973 2.4838 4.0443
H 1.6678 0.8960 4.8571
C 6.9806 -2.6003 5.1754
O 6.9920 -1.6211 4.1069
C 6.6185 -0.3528 4.3692
C 7.0455 0.6292 3.4515
C 6.6226 1.9153 3.6008
C 5.7050 2.2832 4.6245
C 5.2751 3.6164 4.7137
C 4.5518 4.1367 5.8472
C 4.8062 5.3405 6.6586
C 3.6311 5.6410 7.4236
C 2.6394 4.6063 7.1566
C 3.2169 3.6804 6.2292
Fe 3.2391 5.5188 5.4647
C 2.8657 5.2673 3.5242
C 3.7765 6.3723 3.7125
C 3.1579 7.3208 4.6105
C 1.8542 6.8048 4.9876
C 1.6762 5.5259 4.3125
C 5.3134 1.2787 5.5609
C 5.7895 -0.0134 5.4554
H 7.5209 -3.4588 4.7777
H 7.4859 -2.2006 6.0671
H 5.9444 -2.8752 5.4220
H 7.7211 0.3110 2.6556
H 7.0192 2.6958 2.9488
H 5.6414 4.3223 3.9398
H 5.7695 5.8248 6.7639
H 3.5103 6.4168 8.1760
H 1.6791 4.5013 7.6537
H 2.8161 2.7264 5.9369
H 2.9980 4.4476 2.8237
H 4.7005 6.5391 3.1668
H 3.5543 8.3043 4.8417
H 1.1172 7.3254 5.5869
H 0.7864 4.9093 4.3254
H 4.6875 1.5510 6.4117
H 5.5380 -0.7564 6.2188

natural (NBO) atomic charge list, values in e, 4 entries:
1. C -0.71
2. C 0.67
3. N -0.64
4. C 0.01

=====

Entry 6:
# C32H30N3O3PPd

C32H30N3O3PPd as an isolated structure (wB97M-V/def2-TZVPD, OMol25).

The expectation value of S² is 6.044. As for the net charge: +4. As for the HOMO energy (alpha / beta): -0.7078 / -0.7011 Eh. Its multiplicity is 5. For the LUMO energy (alpha / beta), the calculation gives -11.4747 / -15.8797 eV. The value obtained for the gap between HOMO and LUMO (alpha / beta) is 0.286 / 0.118 Ha.

Positions of all 70 atoms, in Å:
N 1.9035 4.0199 -3.1119
C 1.4006 4.8298 -2.4389
C 0.8488 5.9671 -1.7273
H -0.2230 5.8299 -1.5425
H 0.9932 6.8546 -2.3570
H 1.3674 6.1270 -0.7747
N 4.3074 -3.8341 -1.1280
C 5.0315 -3.9797 -2.0364
C 6.0764 -4.3401 -3.0047
H 6.2955 -3.5516 -3.7427
H 5.8017 -5.2728 -3.5183
H 6.9984 -4.5357 -2.4358
N -3.9883 -2.4041 -3.0475
C -4.6047 -2.9688 -2.2279
C -5.3576 -3.6724 -1.1972
H -4.6877 -4.1943 -0.5031
H -6.0202 -4.4232 -1.6478
H -5.9661 -2.9702 -0.6137
Pd 0.6948 -0.7802 -2.3856
C -0.4965 -1.7782 -1.1693
O -1.1214 -2.4794 -0.5115
C 1.9001 0.3144 -1.2405
O 2.6648 0.8743 -0.6144
C 1.5356 0.4042 -4.1945
C 0.1417 0.5436 -4.1182
C -0.6544 -0.6100 -4.0873
C -0.0377 -1.8768 -4.1936
C 1.3174 -1.9715 -4.5535
C 2.1099 -0.8366 -4.5077
H 2.1660 1.2734 -4.0216
H -0.2856 1.5165 -3.8999
H -1.7070 -0.5456 -3.8272
H -0.6226 -2.7751 -3.9835
H 1.7421 -2.9567 -4.7776
H 3.1939 -0.8902 -4.6528
O -0.2336 0.0000 0.2191
P -0.4878 0.4049 1.6555
C 0.6770 1.6787 2.1491
C 0.7831 2.8096 1.3245
C 1.6943 3.8138 1.6525
C 2.5201 3.6737 2.7727
C 2.4490 2.5216 3.5549
C 1.5315 1.5151 3.2487
C -2.1250 1.1014 1.8669
C -3.2093 0.4485 1.2556
C -4.5073 0.9253 1.4610
C -4.7255 2.0624 2.2525
C -3.6410 2.7327 2.8294
C -2.3424 2.2512 2.6411
C -0.3161 -0.9795 2.7869
C 0.7674 -1.8550 2.6206
C 0.9309 -2.9323 3.4938
C 0.0086 -3.1614 4.5196
C -1.0866 -2.3055 4.6650
C -1.2568 -1.2186 3.8018
H 0.1717 2.8916 0.4191
H 1.7607 4.7050 1.0297
H 3.2213 4.4680 3.0265
H 3.1130 2.4038 4.4087
H 1.5126 0.5978 3.8375
H -3.0287 -0.4214 0.6182
H -5.3552 0.4158 0.9954
H -5.7432 2.4332 2.3990
H -3.8023 3.6392 3.4162
H -1.5012 2.7887 3.0785
H 1.4718 -1.6978 1.8019
H 1.7968 -3.5844 3.3890
H 0.1611 -3.9889 5.2167
H -1.8026 -2.4781 5.4694
H -2.1241 -0.5665 3.9175

natural (NBO) atomic charge list, values in e, 4 entries:
1. N -0.38
2. C 0.31
3. C -0.74
4. H 0.26

=====

Number 1: calculated total energy -6380.87671 Eh. Number 2: calculated total energy -6788.88688 Eh. Number 3: calculated total energy -5771.27559 Eh. Number 4: calculated total energy -3238.02742 Eh. Number 5: calculated total energy -2706.12004 Eh. Number 6: calculated total energy -2094.89187 Eh.